{"formula": "C21H27AlN10O3Sb", "method": "ωB97M-V with the def2-TZVPD basis set", "species": ["Al", "N", "C", "N", "N", "N", "N", "C", "N", "N", "N", "N", "H", "C", "N", "C", "C", "C", "C", "C", "C", "C", "C", "H", "H", "H", "H", "H", "H", "H", "H", "H", "H", "H", "H", "C", "Sb", "C", "C", "H", "H", "H", "H", "H", "H", "H", "H", "H", "O", "C", "C", "C", "C", "C", "C", "C", "O", "O", "H", "H", "H", "H", "H"], "positions_angstrom": [[0.0586, -0.1689, 1.0963], [1.8968, 1.8874, 2.9180], [2.5336, 1.2775, 1.8535], [3.8035, 1.4223, 1.5478], [3.9574, 0.6682, 0.4330], [2.8552, 0.1130, 0.0959], [1.8999, 0.4760, 0.9932], [0.5577, 2.2040, 2.8048], [-0.0085, 3.2217, 3.4229], [-1.2968, 3.1711, 3.0363], [-1.4948, 2.1949, 2.2297], [-0.3226, 1.5318, 2.0522], [2.4479, 2.5771, 3.4036], [-2.2508, -1.9340, 0.2986], [-2.1292, -0.6428, 0.9998], [-3.0761, 0.2982, 0.3905], [-2.4529, -0.8472, 2.4292], [-1.3487, -1.6277, 3.1012], [-1.6115, -2.4719, 4.1727], [-0.5680, -3.1591, 4.7768], [0.7252, -3.0098, 4.2932], [0.9698, -2.1736, 3.2103], [-0.0572, -1.4605, 2.5912], [-3.2600, -2.3396, 0.4449], [-1.5210, -2.6430, 0.6858], [-2.0707, -1.7849, -0.7628], [-4.1023, -0.0835, 0.4819], [-2.8322, 0.4048, -0.6669], [-2.9962, 1.2645, 0.8810], [-3.4196, -1.3628, 2.5207], [-2.5565, 0.1407, 2.8822], [-2.6278, -2.5956, 4.5353], [-0.7651, -3.8173, 5.6150], [1.5403, -3.5553, 4.7550], [1.9814, -2.0880, 2.8267], [1.6811, 2.2698, -2.4345], [-0.1031, 2.4756, -1.2617], [-1.2809, 3.2941, -2.8865], [0.4304, 4.4008, -0.4564], [1.8588, 3.1778, -3.0122], [1.5770, 1.4169, -3.1052], [2.5270, 2.0772, -1.7760], [-0.7165, 4.0694, -3.4064], [-2.2052, 3.7244, -2.5002], [-1.5415, 2.5098, -3.5987], [0.6717, 5.1045, -1.2539], [1.3016, 4.2838, 0.1897], [-0.3887, 4.7925, 0.1467], [-0.7828, -0.3230, -3.0903], [0.1875, -1.2075, -3.4686], [0.4340, -1.4034, -4.8270], [1.3813, -2.3157, -5.2534], [2.0941, -3.0573, -4.3223], [1.8470, -2.8596, -2.9759], [0.9106, -1.9368, -2.5176], [0.7797, -1.7984, -1.0181], [1.2727, -2.6367, -0.2868], [0.1029, -0.7643, -0.6199], [-1.1494, 0.0744, -3.8881], [-0.1328, -0.8272, -5.5522], [1.5580, -2.4454, -6.3139], [2.8382, -3.7744, -4.6427], [2.3884, -3.4093, -2.2176]], "forces_ev_per_angstrom": [[-0.3, -0.2, 0.0], [0.0, 0.0, 0.0], [0.0, 0.0, -0.1], [0.0, 0.0, 0.0], [0.0, 0.0, 0.0], [0.0, 0.0, 0.0], [0.1, 0.1, 0.1], [-0.1, 0.1, -0.1], [0.0, 0.0, 0.0], [0.0, 0.0, 0.0], [0.1, 0.0, 0.1], [0.1, 0.0, 0.0], [0.0, 0.0, 0.0], [0.0, 0.0, 0.0], [0.1, 0.0, 0.1], [0.0, 0.1, -0.1], [-0.1, 0.0, 0.0], [0.0, 0.0, 0.0], [0.0, 0.0, 0.0], [0.0, 0.0, 0.0], [0.0, 0.0, 0.0], [0.0, 0.0, 0.0], [0.1, 0.0, 0.0], [0.0, 0.0, 0.0], [0.0, 0.0, 0.0], [0.0, 0.0, 0.0], [0.0, 0.0, 0.0], [0.0, 0.0, 0.0], [0.0, -0.1, 0.0], [0.0, 0.0, 0.0], [0.0, 0.0, 0.0], [0.0, 0.0, 0.0], [0.0, 0.0, 0.0], [0.0, 0.0, 0.0], [0.0, 0.0, 0.0], [0.0, 0.0, 0.0], [-0.1, 0.1, -0.1], [0.0, 0.0, 0.0], [0.0, 0.0, 0.0], [0.0, 0.0, 0.0], [0.0, 0.0, 0.0], [0.0, 0.0, 0.0], [0.0, 0.0, 0.0], [0.0, 0.0, 0.0], [0.0, 0.0, 0.0], [0.0, 0.0, 0.0], [0.0, 0.0, 0.0], [0.0, 0.0, 0.0], [0.0, 0.0, 0.0], [0.0, -0.1, 0.0], [0.0, 0.0, 0.0], [0.0, 0.0, 0.0], [0.0, 0.0, 0.0], [0.0, 0.0, 0.0], [0.0, 0.1, 0.0], [0.0, -0.1, -0.1], [0.0, 0.0, 0.0], [0.1, 0.2, 0.0], [0.0, 0.0, 0.0], [0.0, 0.0, 0.0], [0.0, 0.0, 0.0], [0.0, 0.0, 0.0], [0.0, 0.0, 0.0]], "lumo_energy_ha": 0.0885, "total_charge": -1}